DFT (ωB97M-V with the def2-TZVPD basis set) results for a molecular structure, C25H24N7O4S2SbSe4Ti at a distorted geometry.

As for the spin multiplicity: 1. The value obtained for the HOMO energy is -1.9602 eV. As for the charge: -2. The lowest unoccupied orbital energy comes out at 3.591 eV.

Atoms and positions in Å:
Ti 0.182 -0.035 -0.966
C 0.094 1.872 4.248
C -0.354 0.714 3.626
C -0.400 0.635 2.245
C 0.010 1.712 1.456
C 0.430 2.886 2.082
C 0.479 2.954 3.465
N -0.013 1.586 0.056
N -0.285 2.793 -0.598
C -0.870 2.540 -1.744
C -1.308 3.608 -2.597
C -2.049 3.321 -3.693
C -2.370 1.973 -4.005
C -1.859 0.991 -3.210
N -1.101 1.237 -2.115
H 0.144 1.931 5.328
H -0.653 -0.143 4.218
H -0.742 -0.278 1.769
H 0.727 3.722 1.466
H 0.835 3.863 3.938
H -1.044 4.618 -2.316
H -2.401 4.123 -4.334
H -2.957 1.710 -4.873
H -2.028 -0.053 -3.446
Se -0.219 -5.300 -5.173
Sb -0.881 -3.096 -5.840
Se 0.526 -1.274 -3.205
Se 1.996 0.401 -2.504
Se -3.123 -2.602 -5.033
N -5.423 -4.001 -2.605
C -5.482 -3.132 -1.572
O -6.504 -2.878 -0.951
C -4.165 -2.494 -1.227
C -2.962 -3.156 -1.409
C -1.787 -2.479 -1.152
N -1.762 -1.199 -0.769
C -2.924 -0.576 -0.549
C -4.145 -1.192 -0.748
H -6.304 -4.343 -2.949
H -4.639 -3.974 -3.261
H -2.921 -4.172 -1.772
H -0.825 -2.948 -1.299
H -2.853 0.458 -0.236
H -5.070 -0.662 -0.573
N 2.349 -1.274 4.250
C 2.951 -0.160 3.738
N 2.724 0.315 2.567
C 3.476 1.453 2.344
C 3.486 2.174 1.152
C 4.272 3.308 1.063
C 5.050 3.735 2.142
C 5.061 3.021 3.330
C 4.276 1.880 3.414
S 4.082 0.768 4.741
H 2.056 -1.917 3.507
H 2.870 -1.733 4.981
H 2.874 1.834 0.325
H 4.280 3.875 0.141
H 5.655 4.629 2.050
H 5.669 3.344 4.166
C 2.006 -3.781 -0.742
S 2.020 -2.485 0.458
O 1.683 -3.097 1.736
O 0.857 -1.633 0.007
O 3.292 -1.827 0.372
H 1.048 -4.295 -0.701
H 2.815 -4.463 -0.492
H 2.150 -3.330 -1.723

Here are the natural (NBO) charges for atoms 1 to 5, given in e: atom 1 (Ti): 1.2362, atom 2 (C): -0.2634, atom 3 (C): -0.1910, atom 4 (C): -0.2565, atom 5 (C): 0.2392